121
Properties=species:S:1:pos:R:3 method="wB97M-V/def2-TZVPD" homo_energy_ha=-0.38160 largest_force_ev_per_a=7.56 multiplicity=1 charge=+1 gap_ev=6.0148 energy_ev=-1336504.177
C 1.32 0.84 2.66
C 1.66 -0.30 1.58
C 2.07 -1.58 2.43
C 2.76 0.16 0.54
C 2.12 1.37 -0.31
C 3.21 -0.95 -0.50
O 3.99 -2.03 0.05
C 5.36 -1.64 0.20
N 6.15 -2.87 -0.01
C 6.62 -3.41 1.25
N 6.43 -4.70 1.53
S 5.64 -5.78 0.40
C 6.88 -5.23 2.86
S 8.69 -5.61 2.81
O 9.47 -4.60 3.61
O 8.99 -6.97 3.39
N 7.27 -2.52 2.16
C 6.81 -1.11 2.01
P 8.07 -0.02 1.10
C 9.34 -1.02 0.14
C 7.26 1.32 0.07
O 5.47 -1.08 1.50
H 0.25 0.72 2.97
H 1.47 1.88 2.26
H 2.02 0.74 3.55
H 0.68 -0.53 1.07
H 3.07 -1.44 2.95
H 1.33 -1.82 3.25
H 2.18 -2.50 1.79
H 3.61 0.62 1.13
H 2.68 1.58 -1.26
H 1.01 1.25 -0.46
H 2.26 2.30 0.33
H 3.67 -0.45 -1.40
H 2.25 -1.42 -0.88
H 5.58 -0.93 -0.65
H 6.92 -2.74 -0.68
H 6.59 -6.19 -0.52
H 6.65 -4.42 3.62
H 6.29 -6.13 3.18
H 9.21 -5.58 1.51
H 8.29 -2.61 2.15
H 6.74 -0.70 3.07
H 8.95 -1.55 -0.77
H 9.84 -1.71 0.89
H 10.16 -0.29 -0.16
H 6.67 0.96 -0.83
H 6.62 1.98 0.72
H 8.11 1.95 -0.36
Br 0.94 3.12 -4.34
C -0.91 3.49 -3.83
C -1.09 3.39 -2.34
Br -1.17 1.54 -1.75
H -1.54 2.80 -4.39
H -1.10 4.51 -4.17
H -2.05 3.83 -2.04
H -0.29 3.87 -1.77
Br -4.77 0.20 0.63
C -5.01 -1.02 -0.87
C -5.01 -0.27 -2.18
Br -6.72 0.63 -2.48
H -5.93 -1.57 -0.69
H -4.16 -1.70 -0.82
H -4.91 -0.96 -3.02
H -4.24 0.49 -2.25
Br 8.81 -9.90 0.50
C 7.33 -10.35 1.70
C 6.00 -10.06 1.06
Br 5.63 -8.14 1.09
H 7.50 -9.80 2.63
H 7.44 -11.42 1.89
H 5.19 -10.52 1.63
H 5.94 -10.38 0.02
Br -9.04 4.78 -3.58
C -10.38 3.44 -3.13
C -10.03 2.10 -3.71
Br -10.41 2.02 -5.62
H -11.34 3.82 -3.48
H -10.39 3.40 -2.04
H -10.64 1.31 -3.27
H -8.98 1.84 -3.59
Br -13.52 5.00 -2.01
C -14.87 3.67 -1.56
C -14.51 2.32 -2.14
Br -14.87 2.24 -4.05
H -15.82 4.04 -1.92
H -14.88 3.63 -0.47
H -15.12 1.54 -1.69
H -13.46 2.06 -2.00
Br 6.20 -12.49 3.91
C 6.62 -11.53 5.55
C 5.38 -10.95 6.18
Br 4.79 -9.35 5.23
H 7.37 -10.78 5.29
H 7.08 -12.27 6.20
H 5.59 -10.62 7.20
H 4.54 -11.64 6.19
Br -0.22 4.77 0.56
C -1.55 6.19 0.49
C -2.73 5.87 1.37
Br -3.90 4.56 0.52
H -1.81 6.33 -0.56
H -1.03 7.08 0.85
H -3.35 6.75 1.51
H -2.45 5.47 2.34
Br -0.86 8.91 2.36
C 1.03 9.16 1.95
C 1.25 10.36 1.07
Br 0.76 9.98 -0.77
H 1.39 8.23 1.51
H 1.52 9.30 2.92
H 2.30 10.63 1.04
H 0.66 11.23 1.38
Br -14.96 7.53 -6.60
C -13.42 6.40 -6.97
C -12.75 5.96 -5.70
Br -11.67 7.40 -4.94
H -12.77 6.96 -7.64
H -13.83 5.54 -7.51
H -12.04 5.15 -5.90
H -13.45 5.65 -4.93